Below is an isolated ion of composition C5H9ClFN4O and charge +1 in a non-equilibrium geometry, with properties calculated with the ωB97M-V functional and the def2-TZVPD basis.

ORCA input file:
```
! RIJCOSX wB97M-V def2-TZVPD def2/J DEFGRID3
* xyz 1 1
C -1.0474 2.0287 -0.3643
O -0.8606 0.6764 -0.8067
C -0.2984 -0.2422 -0.0452
N -0.4624 -0.1759 1.4167
N 1.1407 -0.1461 -0.2889
C 1.9763 -1.1443 -0.2143
N 3.3060 -0.9028 -0.1087
Cl 4.0030 0.6646 -0.1343
N 1.4761 -2.4025 -0.1556
C 0.2500 -2.6460 -0.1592
C -0.7944 -1.6738 -0.4497
F -2.0259 -1.9823 0.0063
H -0.1838 2.1533 0.2311
H -1.9891 2.1793 0.1172
H -0.8694 2.5280 -1.3272
H 0.1027 0.6146 1.7895
H -1.4891 -0.0866 1.7089
H 1.3526 0.8092 -0.5646
H 3.9332 -1.6639 0.1131
H 0.0351 -3.7505 -0.0387
H -0.8697 -1.7921 -1.5134
*
```

Output
- Highest occupied orbital energy: -0.521 hartree
- Maximum force: 0.065 hartree/bohr
- Molecular weight: 195.61 u
- ΔE to the lowest compared entry with this formula, charge and spin: 5.27 kcal per mole

---

Below is C5H9ClINO3S as an isolated structure in a non-equilibrium geometry, with properties calculated with the ωB97M-V functional and the def2-TZVPD basis.

ORCA input file:
```
! RIJCOSX wB97M-V def2-TZVPD def2/J DEFGRID3
* xyz 0 1
C 0.9623 0.8469 0.4880
C 2.3241 1.3095 0.9340
C -1.9251 -0.7473 -1.4677
C -1.7456 -0.9136 0.0577
C -0.1251 -1.4569 0.5365
N 0.7634 -0.4866 0.9234
O 0.2912 1.4478 -0.2890
O -1.1688 -1.7084 2.9574
O -0.8190 -3.8119 1.7641
S -0.3827 -2.4743 2.0626
Cl 1.5026 -2.4734 2.9416
I 0.7771 -2.9107 -0.7310
H 2.5235 2.4044 0.7971
H 2.4851 1.1519 2.0513
H 2.9750 0.7209 0.2198
H -1.7414 -1.7672 -1.9670
H -3.0139 -0.6068 -1.5725
H -1.2626 -0.1506 -2.0311
H -2.3716 -1.7459 0.2781
H -1.9395 0.0358 0.7273
H 1.3895 -0.7544 1.5579
*
```

Output
- Highest occupied orbital energy: -0.361 hartree
- Maximum force: 0.099 hartree/bohr
- Molecular weight: 325.55 u
- ΔE to the lowest compared entry with this formula, charge and spin: 10.63 kcal per mole

---

Below is an isolated ion of composition C5H9ClN and charge +1 in a non-equilibrium geometry, with properties calculated with the ωB97M-V functional and the def2-TZVPD basis.

ORCA input file:
```
! RIJCOSX wB97M-V def2-TZVPD def2/J DEFGRID3
* xyz 1 1
C 0.3876 -2.0957 -0.0156
N 0.1786 -0.6466 -0.0329
C 1.1341 0.3302 0.1756
Cl 2.7267 0.0797 0.6793
C 0.5138 1.6534 0.0369
C -1.0070 1.3876 0.0144
C -1.1355 -0.1581 -0.2301
H -0.1612 -2.5735 0.8449
H 1.3784 -2.2706 0.3560
H 0.1006 -2.4165 -1.0338
H 0.9369 2.2649 0.8759
H 0.8955 2.0663 -0.9512
H -1.3907 1.6814 0.9424
H -1.3786 2.0144 -0.8212
H -1.7147 -0.7379 0.4476
H -1.4646 -0.5791 -1.2882
*
```

Output
- Highest occupied orbital energy: -0.559 hartree
- Maximum force: 0.109 hartree/bohr
- Molecular weight: 118.59 u
- ΔE to the lowest compared entry with this formula, charge and spin: 0.00 kcal per mole

---

Below is an isolated ion of composition C5H9ClN and charge +1 in a non-equilibrium geometry, with properties calculated with the ωB97M-V functional and the def2-TZVPD basis.

ORCA input file:
```
! RIJCOSX wB97M-V def2-TZVPD def2/J DEFGRID3
* xyz 1 1
C -1.7578 1.5337 0.0809
C -2.3803 0.3484 0.0509
C -0.3584 1.4382 0.1914
C -0.0137 0.1222 -0.4759
C 1.9049 -1.4072 -0.3577
N 0.7958 -0.7329 0.3631
Cl -3.4992 -0.7570 -0.1594
H -2.1855 2.4931 0.3635
H 0.2624 2.3112 -0.1951
H -0.1269 1.4400 1.2262
H -0.2879 -0.1744 -1.3949
H 1.3707 -2.0431 -1.0914
H 2.5559 -0.7433 -0.7713
H 2.3846 -2.1390 0.2209
H 1.2181 -0.1539 1.1930
H 0.1173 -1.5361 0.7557
*
```

Output
- Highest occupied orbital energy (alpha / beta): -0.436 / -0.468 hartree
- Maximum force: 0.097 hartree/bohr
- Molecular weight: 118.59 u
- ΔE to the lowest compared entry with this formula, charge and spin: 116.58 kcal per mole

---

Below is one molecule with the formula C5H9ClN2 in a non-equilibrium geometry, with properties calculated with the ωB97M-V functional and the def2-TZVPD basis.

ORCA input file:
```
! RIJCOSX wB97M-V def2-TZVPD def2/J DEFGRID3
* xyz 0 1
C -0.4168 -2.1346 2.6008
C -1.7498 -2.0962 1.9420
N -2.0381 -1.7850 0.7368
N -0.8411 -1.3337 0.0277
C -0.5112 0.0823 0.3187
C 0.1146 0.7787 -0.8439
C 1.2113 1.5520 -0.7667
Cl 1.9174 2.3414 -2.0608
H -0.2952 -1.2847 3.2984
H 0.3839 -2.1802 1.8233
H -0.3613 -3.0247 3.1839
H -2.6642 -2.2798 2.5569
H -1.1022 -1.3781 -0.9131
H 0.0768 0.2197 1.2227
H -1.4676 0.5376 0.4980
H -0.5489 0.7665 -1.7178
H 1.6485 1.5580 0.2238
*
```

Output
- Highest occupied orbital energy: -0.323 hartree
- Maximum force: 0.062 hartree/bohr
- Molecular weight: 132.59 u
- ΔE to the lowest compared entry with this formula, charge and spin: 60.33 kcal per mole

---

Below is an isolated ion of composition C5H9ClN3 and charge +1 in a non-equilibrium geometry, with properties calculated with the ωB97M-V functional and the def2-TZVPD basis.

ORCA input file:
```
! RIJCOSX wB97M-V def2-TZVPD def2/J DEFGRID3
* xyz 1 1
C -0.7304 1.0705 -1.7274
C -0.9645 0.3119 -0.4467
Cl -2.3884 -0.6713 -0.6215
N -1.0195 1.1271 0.7438
C -0.4026 0.8721 1.8149
C 0.6750 -0.1193 2.0711
N 1.0633 -0.8176 0.8821
C 0.4121 -0.7175 -0.2283
N 0.8036 -1.3059 -1.3409
H -1.4411 1.8867 -1.9090
H -0.7484 0.5341 -2.5843
H 0.2094 1.6089 -1.7706
H -0.7968 1.3661 2.6652
H 1.6336 0.3486 2.5585
H 0.2191 -0.8407 2.7324
H 1.8404 -1.4571 0.7252
H 0.1132 -1.3026 -2.1734
H 1.5220 -1.8940 -1.3912
*
```

Output
- Highest occupied orbital energy: -0.514 hartree
- Maximum force: 0.120 hartree/bohr
- Molecular weight: 146.60 u
- ΔE to the lowest compared entry with this formula, charge and spin: 30.97 kcal per mole

---

Below is a 3-piece molecular cluster, C5H9ClO overall in a non-equilibrium geometry, with properties calculated with the ωB97M-V functional and the def2-TZVPD basis.

ORCA input file:
```
! RIJCOSX wB97M-V def2-TZVPD def2/J DEFGRID3
* xyz 0 1
C 2.9367 -0.8554 -1.4841
C -0.9009 -0.8085 -1.1789
C -1.3068 -0.8106 1.3330
C -0.6836 1.2347 -0.0062
C -0.9131 -0.0702 0.1191
O 3.0250 -1.1335 -0.3970
Cl 2.9062 2.2293 0.0685
H -1.9214 -0.8453 -1.6258
H -0.5412 -1.7900 -1.0010
H -0.2163 -0.4276 -2.0236
H -0.9639 -1.8858 1.2495
H -2.3402 -0.9657 1.5270
H -0.9440 -0.4746 2.2963
H 3.2169 3.0298 1.0610
H -0.6438 1.7779 -0.9378
H -0.7096 1.7957 1.0000
*
```

Output
- Highest occupied orbital energy: -0.335 hartree
- Maximum force: 0.072 hartree/bohr
- Molecular weight: 120.58 u
- ΔE to the lowest compared entry with this formula, charge and spin: 40.36 kcal per mole

---

Below is a 2-piece molecular cluster, C5H9ClS overall in a non-equilibrium geometry, with properties calculated with the ωB97M-V functional and the def2-TZVPD basis.

ORCA input file:
```
! RIJCOSX wB97M-V def2-TZVPD def2/J DEFGRID3
* xyz 0 1
C 0.4336 0.9256 -0.1089
C 1.2776 -0.2735 -0.3174
C 0.8886 1.9554 0.8764
C -1.0131 0.6995 -0.2564
C -1.0645 -3.0583 -0.4012
S 1.4033 0.7228 -1.7051
Cl 2.5784 -0.7959 0.6876
H 0.8885 3.0808 0.6170
H 1.9852 1.8314 1.1666
H 0.2213 1.8350 1.7438
H -1.6269 0.2356 0.5762
H -1.2485 -0.0525 -1.1394
H -1.4043 1.6161 -0.7621
H -0.1103 -3.0788 0.0298
H -1.1611 -2.4243 -1.1486
H -2.0476 -3.2188 0.1418
*
```

Output
- Highest occupied orbital energy (alpha / beta): -0.332 / -0.297 hartree
- Maximum force: 0.090 hartree/bohr
- Molecular weight: 136.65 u
- ΔE to the lowest compared entry with this formula, charge and spin: 110.62 kcal per mole

---

Below is C5H9ErO3 as an isolated structure in a non-equilibrium geometry, with properties calculated with the ωB97M-V functional and the def2-TZVPD basis.

ORCA input file:
```
! RIJCOSX wB97M-V def2-TZVPD def2/J DEFGRID3
* xyz 1 5
O 0.8971 -2.5898 0.7599
C 0.7483 -2.4633 2.0635
C 0.2285 -1.3918 2.7256
H 1.3028 -3.2112 2.6565
H -0.3744 -1.5694 3.6174
H 0.6745 -0.4113 2.5439
O -0.3294 -0.5594 -2.7031
C -1.0927 0.5885 -2.5350
C -0.4381 1.5548 -1.5519
O -0.0194 0.7734 -0.4117
C 0.4938 1.4505 0.6592
Er 0.5988 -1.4184 -1.0890
H -2.1104 0.3515 -2.1596
H -1.2307 1.1444 -3.4829
H -1.1326 2.3378 -1.2173
H 0.4654 2.0141 -1.9829
H 1.3021 0.9937 1.2307
H 0.0164 2.4059 0.8768
*
```

Output
- <S²>: 6.01
- Highest occupied orbital energy (alpha / beta): -0.404 / -0.405 hartree
- Maximum force: 0.056 hartree/bohr
- Molecular weight: 284.38 u
- ΔE to the lowest compared entry with this formula, charge and spin: 0.00 kcal per mole

---

Below is one molecule with the formula C5H9F in a non-equilibrium geometry, with properties calculated with the ωB97M-V functional and the def2-TZVPD basis.

ORCA input file:
```
! RIJCOSX wB97M-V def2-TZVPD def2/J DEFGRID3
* xyz 0 1
C -1.5636 -0.8437 -0.5144
C -0.5112 -0.0088 0.0608
C -0.8807 1.5129 0.0663
C 0.2856 -0.4861 1.2072
C 0.9149 -0.4334 -0.1652
F 1.9360 0.2527 -0.5846
H -1.2876 -1.9323 -0.4795
H -2.6049 -0.7233 -0.0353
H -1.9773 -0.7553 -1.4911
H -1.9135 1.4986 0.2494
H -0.3487 2.0333 0.8567
H -0.7403 2.0738 -0.8308
H 0.6865 0.1525 2.0238
H 0.2296 -1.5159 1.5086
H 1.0628 -1.5511 -0.4677
*
```

Output
- Highest occupied orbital energy: -0.357 hartree
- Maximum force: 0.101 hartree/bohr
- Molecular weight: 88.12 u
- ΔE to the lowest compared entry with this formula, charge and spin: 36.70 kcal per mole

---

Question: maximum force of number 7 (C5H9ClO)?
Answer: 0.072 hartree/bohr